*A*
DFT (ωB97M-V/def2-TZVPD) results for a cluster of 2 separate species, C4H11NO in total.

The value obtained for the frontier orbital gap (spin up / spin down) is 10.9874 / 4.5441 eV. As for the expectation value of S²: 0.7570.

Structure (ORCA input):
```
! wB97M-V def2-TZVPD RIJCOSX def2/J DEFGRID3
* xyz 1 2
C -1.30463 0.63359 0.54063
C 0.09752 0.89873 1.07342
C 1.16700 0.74793 0.08081
C 2.25808 1.55109 -0.06061
N -1.45981 -0.74451 0.12400
H -1.52679 1.38260 -0.23272
H -2.02720 0.83863 1.33921
H 0.21838 0.12997 1.87967
H 0.13094 1.79835 1.68278
H 1.00785 -0.21171 -0.42730
H 2.09367 2.47431 0.48481
H 3.15084 1.25068 -0.58577
H -0.87876 -1.32735 0.71937
H -2.41724 -1.07561 0.20081
H -0.46832 -3.15589 -2.90453
H 0.14062 -2.14192 -1.89636
O -0.18216 -3.04889 -2.01825
*
```



*B*
DFT (ωB97M-V/def2-TZVPD) results for a cluster of 2 separate species, C4H11NO in total.

The value obtained for the frontier orbital gap (spin up / spin down) is 11.6246 / 6.9548 eV. As for the expectation value of S²: 0.7542.

Structure (ORCA input):
```
! wB97M-V def2-TZVPD RIJCOSX def2/J DEFGRID3
* xyz 1 2
C 0.93337 -1.01632 0.18802
N -0.15904 -0.85620 -0.67677
C -0.36905 0.54525 -1.04322
C 0.47416 1.30743 -0.02978
C 1.64843 0.35228 0.12239
H 1.59146 -1.88063 0.09418
H 0.54216 -1.09082 1.20394
H -0.33497 -1.56653 -1.39384
H -1.43273 0.74038 -1.07510
H 0.03228 0.71298 -2.05120
H 0.78167 2.30482 -0.31696
H -0.09125 1.40350 0.89633
H 2.37206 0.49935 0.90619
H 2.18743 0.32934 -0.81613
H -2.64412 -1.13198 0.74241
H -2.50942 0.07574 1.72308
O -3.02243 -0.72858 1.52646
*
```



*C*
DFT (ωB97M-V/def2-TZVPD) results for a cluster of 2 separate species, C4H11NO in total.

The value obtained for the frontier orbital gap (spin up / spin down) is 10.6284 / 4.8185 eV. As for the expectation value of S²: 0.7845.

Structure (ORCA input):
```
! wB97M-V def2-TZVPD RIJCOSX def2/J DEFGRID3
* xyz 1 2
C 1.07940 0.36642 -2.32774
C -0.10720 -0.46779 -1.85462
H 1.94694 0.03616 -1.73410
H 1.45391 0.25131 -3.34418
H 0.93329 1.39959 -1.99269
H -0.95749 0.14082 -1.52217
H 0.02031 -1.22648 -1.10212
H -0.56493 -0.93566 -2.74244
C -1.40162 -0.34574 1.36725
C -0.28227 -0.15985 2.39634
O -0.41244 -0.60739 3.51010
N 0.78213 0.72378 2.09155
H 1.51035 0.90414 2.78955
H 0.87756 1.16008 1.17181
H -1.20815 0.30105 0.51299
H -2.36857 -0.18257 1.81740
H -1.30121 -1.35789 0.96306
*
```



Of them, the most stable is *B* and the least stable is *A*.



*A*
DFT (ωB97M-V/def2-TZVPD) results for a cluster of 2 separate species, CH4N4 in total.

The value obtained for the frontier orbital gap is 9.5829 eV. The SMILES is [H]/N=N/C.N#N.

Structure (ORCA input):
```
! wB97M-V def2-TZVPD RIJCOSX def2/J DEFGRID3
* xyz 0 1
H 1.59048 -0.86383 0.73455
N 0.95591 -0.38438 0.21389
N -0.15855 -0.89359 0.34193
C -1.23608 -0.42390 -0.49466
H -0.96021 0.16560 -1.32768
H -1.85842 0.29259 -0.03007
H -1.90005 -1.27698 -0.56800
N 2.05895 1.29378 0.28615
N 1.50799 2.09070 0.84389
*
```



*B*
DFT (ωB97M-V/def2-TZVPD) results for the molecule CH4N4.

The value obtained for the frontier orbital gap (spin up / spin down) is 9.5528 / 9.5536 eV.

Structure (ORCA input):
```
! wB97M-V def2-TZVPD RIJCOSX def2/J DEFGRID3
* xyz 0 1
C 0.68742 -0.42999 0.22490
N 0.02579 -1.52281 -0.58363
N -0.90688 -1.04824 -1.22407
N 0.03635 0.74370 0.18275
N -1.38082 0.09911 -1.09319
H 0.85245 -0.94127 1.10219
H 1.73249 -0.51531 -0.26862
H -0.52777 0.95940 0.91953
H -1.18446 0.95906 -1.52765
*
```



Of them, the most stable is *A* and the least stable is *B*.



*A*
DFT (ωB97M-V/def2-TZVPD) results for a cluster of 2 separate species, C2H4Br2 in total.

The value obtained for the frontier orbital gap is 10.5234 eV. The SMILES is C=CBr.Br.

Structure (ORCA input):
```
! wB97M-V def2-TZVPD RIJCOSX def2/J DEFGRID3
* xyz 0 1
C 1.95851 -0.24710 -0.16705
C 0.69361 -0.09759 -0.37940
Br -0.43122 -1.60454 0.07706
H 2.31586 -1.21840 0.39519
H 2.56764 0.58942 -0.45894
H 0.27603 0.82311 -0.73835
Br -3.87230 0.66391 0.00831
H -3.50812 1.09119 1.26319
*
```



*B*
DFT (ωB97M-V/def2-TZVPD) results for the molecule C2H4Br2.

The value obtained for the frontier orbital gap is 10.7502 eV. The SMILES is CC(Br)Br.

Structure (ORCA input):
```
! wB97M-V def2-TZVPD RIJCOSX def2/J DEFGRID3
* xyz 0 1
C -0.31462 -0.68859 -0.36979
C 0.42257 0.52359 0.26045
Br 0.01068 0.60799 2.22163
Br -0.12079 2.14122 -0.69684
H -1.42624 -0.62601 -0.21037
H 0.05872 -1.63757 0.06833
H -0.12169 -0.67721 -1.44603
H 1.49137 0.35659 0.17263
*
```



Of them, the most stable is *B* and the least stable is *A*.



*A*
DFT (ωB97M-V/def2-TZVPD) results for a cluster of 2 separate species, C3H8NO in total.

The value obtained for the frontier orbital gap is 7.0479 eV.

Structure (ORCA input):
```
! wB97M-V def2-TZVPD RIJCOSX def2/J DEFGRID3
* xyz -1 1
C 2.26145 0.06253 -0.36852
O 1.07679 0.67802 -0.07481
H 2.06002 -0.98653 -0.76673
H 2.73631 0.52072 -1.27743
H 2.96963 -0.09999 0.46741
C -0.99821 -0.94322 0.43381
C -1.98734 1.13015 0.23640
N -2.15350 -0.05837 0.62526
H -1.29319 -1.86799 0.93695
H 0.08851 -0.48073 0.46961
H -0.91991 -1.28653 -0.61286
H -2.82439 1.82934 0.05573
H -1.01619 1.50260 -0.12482
*
```



*B*
DFT (ωB97M-V/def2-TZVPD) results for a cluster of 2 separate species, C3H8NO in total.

The value obtained for the frontier orbital gap is 6.0938 eV.

Structure (ORCA input):
```
! wB97M-V def2-TZVPD RIJCOSX def2/J DEFGRID3
* xyz -1 1
C 0.25015 0.60558 -2.02609
O -0.54774 -0.38509 -2.57963
H 0.23826 1.52678 -2.74877
H -0.08249 1.02698 -1.09874
H 1.26750 0.26335 -1.73188
C 0.27185 0.32218 1.85766
C -0.67802 -1.36881 0.63259
N -0.92529 -0.59680 1.68181
H 0.13789 0.91562 2.82182
H 0.25843 1.18907 1.15094
H 1.27485 -0.21613 1.79580
H -1.11037 -2.36452 0.58656
H -0.35502 -0.91822 -0.34208
*
```



Of them, the most stable is *A* and the least stable is *B*.